Record 1
Below is a molecular structure, CH22F3Na2O14S in a non-equilibrium geometry, with properties calculated with ωB97M-V/def2-TZVPD.

Geometry as XYZ:
```
43
Properties=species:S:1:pos:R:3:forces:R:3
Na -4.068 -0.051 1.494 0.6 0.0 -0.1
Na -1.056 3.662 1.923 0.6 -0.7 -0.3
C -0.346 -0.243 -1.445 -0.1 0.6 3.0
F -1.433 0.006 -2.119 -1.1 -0.5 -0.9
F 0.203 -1.400 -1.672 -0.5 -1.2 -0.1
F 0.533 0.656 -1.707 1.2 1.7 -0.2
S -0.821 -0.042 0.455 1.2 1.0 -0.4
O -1.920 -0.979 0.703 -1.1 0.6 -0.2
O 0.367 -0.468 1.192 -0.4 0.8 -0.5
O -1.144 1.403 0.639 -0.2 -2.1 -0.4
O 0.471 3.972 -0.008 -1.2 0.7 0.4
H 1.176 3.340 0.132 0.9 -0.6 0.2
H 0.062 3.698 -0.829 -0.1 0.0 -0.3
O -2.098 1.649 -4.533 0.2 0.0 0.1
H -2.525 2.500 -4.633 0.0 0.3 -0.2
H -2.777 1.081 -4.168 -0.1 -0.2 0.0
O 0.680 0.462 -4.717 0.3 0.3 0.0
H -0.039 1.093 -4.680 -0.3 0.2 -0.1
H 0.364 -0.293 -4.222 0.1 -0.5 -0.2
O 2.710 -3.812 -0.471 0.1 -0.2 -0.2
H 2.914 -3.633 0.447 0.0 -0.1 0.3
H 1.912 -3.311 -0.641 -0.1 0.2 0.0
O 0.823 -2.161 3.297 0.6 0.0 0.4
H 0.747 -1.689 2.468 -0.1 0.1 -0.2
H -0.065 -2.470 3.480 -0.3 -0.2 0.1
O 2.960 -0.650 0.380 0.3 0.3 -0.3
H 3.305 -1.377 0.898 0.3 -0.2 0.0
H 2.271 -0.272 0.927 -0.4 -0.2 0.2
O 0.569 2.029 3.046 -0.4 0.6 0.1
H 1.065 2.004 3.864 0.1 0.1 0.3
H 0.808 1.218 2.596 0.0 -0.4 -0.5
O -1.982 -2.705 2.965 -0.4 0.2 0.3
H -2.652 -3.389 2.967 0.0 -0.4 0.2
H -1.853 -2.498 2.040 0.2 0.2 -0.5
O -2.684 1.698 3.304 -0.6 0.0 -0.6
H -2.944 1.722 4.225 -0.1 0.1 0.4
H -2.180 0.889 3.218 0.8 -0.2 0.1
O 0.279 -2.418 -4.361 0.0 0.2 0.0
H 0.487 -2.924 -3.575 0.2 -0.2 0.1
H -0.678 -2.417 -4.399 -0.3 -0.1 -0.2
O 2.615 2.321 0.379 -0.3 0.2 0.1
H 2.711 1.433 0.035 0.3 -0.4 -0.4
H 3.235 2.365 1.107 0.2 0.1 0.1
```
Forces are in eV/Å.

Energy above the lowest of the compared OMol25 structures with the same formula, charge and spin in kJ/mol: 0.00
Multiplicity: 1
LUMO in eV: -4.41
Net charge: +1
Highest occupied orbital energy in eV: -12.320
DFT total energy in Ha: -2126.9562

natural (NBO) atomic charges, in units of e: 0.983, 0.977, 0.798, -0.309, -0.294, -0.287, 2.266, -1.078, -1.035, -1.024, -1.005, 0.513, 0.480, -0.943, 0.478, 0.469, -0.946, 0.475, 0.462, -0.924, 0.463, 0.463, -0.974, 0.474, 0.484, -0.958, 0.481, 0.475, -0.991, 0.489, 0.503, -0.968, 0.480, 0.492, -0.981, 0.495, 0.490, -0.927, 0.471, 0.465, -0.970, 0.503, 0.488


Record 2
Below is 11 unconnected molecules or ions with the total composition C40H109N7O11 in a non-equilibrium geometry, with properties calculated with ωB97M-V/def2-TZVPD.

Geometry as XYZ:
```
167
Properties=species:S:1:pos:R:3:forces:R:3
C -0.458 -0.893 -4.509 -0.5 0.3 -0.5
O 0.839 -0.370 -4.494 0.5 -0.3 1.2
C 1.113 0.663 -5.425 0.5 -1.4 -0.6
C 2.602 1.127 -5.356 0.3 -1.3 1.3
C 3.649 -0.006 -5.160 -0.6 -1.1 0.0
N 2.842 2.040 -4.237 0.0 0.8 -1.1
H -1.176 -0.106 -4.279 -0.3 0.0 0.3
H -0.597 -1.748 -3.848 0.5 0.3 0.5
H -0.776 -1.311 -5.464 0.3 0.2 -0.7
H 0.905 0.170 -6.375 0.2 0.4 -0.7
H 0.424 1.502 -5.330 0.0 0.3 0.3
H 2.777 1.584 -6.330 0.2 0.5 0.2
H 3.553 -0.861 -5.829 -0.3 0.1 -0.4
H 3.532 -0.468 -4.179 -0.3 0.2 0.3
H 4.714 0.225 -5.182 -0.3 0.8 -0.3
H 2.680 1.651 -3.319 0.2 -0.6 -0.1
H 2.137 2.762 -4.287 0.2 0.0 0.1
C 2.781 3.211 0.834 -0.1 0.1 -0.7
O 1.400 3.549 0.805 0.4 0.5 0.6
C 0.761 3.236 2.065 -1.3 -1.0 -1.4
C -0.767 3.657 1.966 -0.2 1.2 -0.9
C -1.701 3.218 3.055 0.2 -1.1 1.1
N -1.448 3.365 0.657 1.5 -0.2 0.8
H 3.232 3.268 -0.156 -0.4 0.7 -0.3
H 2.965 2.150 1.002 -0.3 -0.2 1.0
H 3.323 3.879 1.504 0.1 -0.3 0.2
H 0.877 2.152 2.073 -0.5 -0.4 0.6
H 1.292 3.613 2.940 -0.1 0.5 0.0
H -0.803 4.745 1.910 0.6 0.3 0.5
H -2.684 3.689 3.078 0.2 0.3 -0.6
H -1.332 3.326 4.075 0.4 0.1 0.0
H -1.876 2.149 2.938 -0.1 -0.2 0.0
H -0.678 3.549 0.029 -0.2 0.1 -0.7
H -1.579 2.366 0.598 -0.2 -0.5 0.0
C 3.187 0.199 -1.159 -1.9 -0.6 -0.3
O 4.040 1.155 -1.626 2.6 0.9 0.4
C 5.346 1.155 -0.992 0.2 -1.1 -1.5
C 6.383 1.741 -1.964 0.9 2.1 -0.6
C 6.292 3.262 -2.031 -0.2 0.5 0.2
N 6.330 1.249 -3.353 -1.1 -1.1 0.5
H 2.767 0.474 -0.191 0.1 -0.4 0.4
H 3.503 -0.842 -1.218 0.8 0.0 0.4
H 2.356 0.191 -1.864 -0.4 0.1 0.0
H 5.377 1.564 0.018 -0.3 0.9 -0.1
H 5.699 0.141 -0.803 -0.5 -0.6 -0.3
H 7.372 1.552 -1.548 0.1 -0.5 0.1
H 7.033 3.766 -2.653 0.5 -0.5 -0.1
H 6.443 3.687 -1.038 -0.5 0.3 0.1
H 5.357 3.538 -2.517 -0.3 0.1 0.5
H 5.344 1.285 -3.573 -0.6 -0.5 0.0
H 6.644 1.914 -4.046 0.8 0.4 0.4
C -5.897 -2.534 -2.414 0.5 0.6 0.7
O -5.315 -1.258 -2.187 0.4 0.8 -1.2
C -5.891 -0.252 -3.033 -0.7 -0.2 -0.5
C -5.638 -0.454 -4.541 1.8 0.4 -1.2
C -4.178 -0.137 -4.870 1.2 -0.6 -0.1
N -6.308 0.477 -5.437 -1.7 0.5 0.4
H -6.976 -2.381 -2.443 -0.2 -0.5 0.0
H -5.575 -3.084 -1.529 -0.3 -0.5 -0.2
H -5.518 -2.983 -3.332 -0.1 -0.1 0.1
H -6.952 -0.274 -2.784 -0.4 0.2 -0.4
H -5.528 0.739 -2.763 0.3 -0.2 0.2
H -5.808 -1.469 -4.899 -0.2 -0.4 0.6
H -3.919 -0.277 -5.919 -0.5 -0.4 -0.3
H -3.469 -0.802 -4.378 0.0 0.2 0.5
H -3.904 0.911 -4.750 -0.2 0.0 0.7
H -5.986 0.384 -6.390 0.6 -0.1 0.1
H -7.287 0.254 -5.536 -0.4 0.1 0.3
C 0.139 3.247 -2.212 0.4 0.5 -0.9
O 0.725 3.569 -3.475 -0.6 1.0 -0.4
C 0.857 4.977 -3.812 -0.3 -1.3 -0.1
C 2.242 5.250 -4.340 1.6 0.3 0.6
C 3.318 5.301 -3.252 -0.4 -0.5 0.9
N 2.257 6.483 -5.102 0.1 0.1 -0.3
H 0.127 2.162 -2.105 0.4 0.0 0.0
H -0.909 3.546 -2.200 0.0 0.4 0.3
H 0.780 3.734 -1.477 -0.5 -0.2 0.6
H 0.212 5.223 -4.656 -0.6 -0.3 0.1
H 0.577 5.646 -2.999 0.1 -0.1 0.3
H 2.561 4.470 -5.031 -0.3 -0.1 -0.1
H 4.348 5.418 -3.588 -0.3 0.2 -0.3
H 3.307 4.398 -2.642 -0.1 -0.5 -0.3
H 3.086 6.036 -2.480 0.0 0.6 -0.2
H 1.554 6.385 -5.821 -0.1 0.3 -0.3
H 1.989 7.272 -4.530 0.0 0.2 0.2
C 1.274 -1.172 9.427 0.8 -0.4 -1.0
O 0.862 -1.119 8.066 -0.4 0.1 -0.1
C 1.602 -0.247 7.222 -0.6 0.9 -0.2
C 0.913 -0.181 5.851 0.7 -0.7 0.2
C 1.633 0.717 4.873 0.1 0.4 0.0
N -0.475 0.184 6.042 0.7 0.1 0.7
H 2.297 -1.543 9.365 0.3 0.0 0.7
H 0.665 -1.908 9.952 -0.1 0.2 -0.1
H 1.261 -0.213 9.944 -0.2 0.2 -0.1
H 1.547 0.772 7.607 0.2 0.3 0.4
H 2.651 -0.516 7.101 0.1 -0.3 0.2
H 1.032 -1.204 5.492 -0.2 -0.5 -0.4
H 1.099 0.746 3.923 -0.1 -0.1 0.0
H 2.656 0.396 4.679 0.1 -0.1 0.0
H 1.678 1.745 5.234 -0.1 0.1 0.1
H -1.083 -0.297 5.394 -0.3 0.2 -0.3
H -0.629 -0.229 6.951 -0.9 0.1 0.3
C -3.570 -4.543 2.087 -1.4 0.1 1.2
O -3.369 -3.543 3.101 0.5 -0.3 -0.8
C -2.178 -3.715 3.867 -0.6 0.4 -0.2
C -2.049 -2.546 4.843 0.6 0.1 0.4
C -2.951 -2.510 6.044 -0.3 -1.1 0.7
N -2.270 -1.252 4.190 -0.1 -0.9 -0.1
H -3.941 -5.440 2.582 0.6 -0.6 0.1
H -2.756 -4.774 1.401 0.3 0.4 0.2
H -4.480 -4.270 1.554 0.3 0.6 -0.4
H -2.190 -4.700 4.333 0.1 -0.1 0.3
H -1.298 -3.651 3.227 0.2 -0.2 -0.4
H -1.032 -2.585 5.233 0.3 -0.1 -0.1
H -2.548 -1.900 6.853 -0.1 0.5 -0.3
H -3.031 -3.490 6.514 -0.2 -0.3 -0.2
H -3.948 -2.187 5.747 -0.1 0.1 0.3
H -3.272 -1.324 4.090 -0.3 0.9 -0.6
H -1.896 -1.299 3.253 0.0 0.3 -0.4
C 3.590 -2.577 4.384 -0.2 0.1 -0.5
C 2.606 -2.587 3.190 1.1 0.3 0.4
C 3.294 -2.064 1.945 0.3 -0.1 -0.9
O 2.198 -3.934 2.983 -0.1 0.0 -0.7
H 3.064 -2.845 5.300 0.2 0.0 0.1
H 4.143 -1.649 4.530 -0.4 0.3 0.0
H 4.365 -3.308 4.151 -0.1 -0.3 0.2
H 1.741 -1.941 3.342 -0.2 0.0 0.4
H 4.219 -2.570 1.672 0.1 -0.4 0.4
H 3.592 -1.018 2.017 -0.3 0.1 0.4
H 2.682 -2.137 1.046 -0.3 0.0 0.2
H 1.665 -4.242 3.720 0.0 0.1 0.2
C 0.756 -5.207 -1.933 0.9 0.3 -1.5
C 2.080 -4.591 -2.503 0.2 2.0 2.6
C 2.463 -3.151 -1.965 -1.0 -0.7 -1.3
O 3.163 -5.333 -2.002 0.8 -1.6 -0.5
H -0.132 -4.763 -2.381 0.0 0.0 -0.1
H 0.647 -5.187 -0.848 0.4 0.1 0.0
H 0.871 -6.232 -2.287 -0.6 -0.2 0.3
H 2.153 -4.623 -3.591 -0.3 -0.1 0.1
H 2.575 -3.202 -0.882 -0.3 0.1 0.1
H 1.746 -2.393 -2.280 -0.1 0.2 0.3
H 3.428 -2.874 -2.391 0.0 -0.1 0.0
H 3.258 -5.168 -1.061 -0.1 0.0 0.1
C -7.110 0.375 0.297 1.1 -1.0 -0.3
C -5.757 -0.029 1.009 -1.4 -0.7 -0.7
C -5.777 -1.429 1.634 0.3 -0.1 -0.4
O -4.658 -0.021 0.074 -0.3 1.2 1.5
H -6.925 1.220 -0.366 -0.2 0.3 0.4
H -7.961 0.504 0.965 0.3 0.4 0.2
H -7.426 -0.427 -0.370 0.1 -0.3 -0.1
H -5.663 0.704 1.810 0.9 0.2 -0.2
H -5.930 -2.206 0.886 -0.6 0.1 -0.4
H -6.498 -1.567 2.439 0.1 0.1 0.1
H -4.764 -1.697 1.937 0.0 0.4 0.7
H -4.942 -0.392 -0.764 -0.2 -0.5 -0.3
C -1.574 -0.987 -0.991 -1.1 0.0 -1.2
C -1.484 -1.013 0.507 1.9 1.1 -0.2
C 0.011 -1.050 0.945 -1.3 0.2 0.1
O -2.065 0.209 1.062 1.0 -1.8 0.1
H -2.619 -1.119 -1.272 -0.3 0.1 0.0
H -1.105 -1.820 -1.515 0.5 0.0 0.3
H -1.294 -0.049 -1.470 0.4 0.1 0.3
H -1.904 -1.984 0.767 -0.7 0.2 0.9
H 0.059 -1.006 2.033 0.1 0.0 0.1
H 0.528 -0.178 0.544 0.1 -0.1 -0.1
H 0.452 -1.984 0.597 0.1 0.1 0.0
H -2.976 0.247 0.761 -0.7 0.0 -0.3
```
Forces are in eV/Å.

Energy above the lowest of the compared OMol25 structures with the same formula, charge and spin in kJ/mol: 280.25
SMILES string: COC[C@H](C)N.COC[C@H](C)N.COC[C@H](C)N.COC[C@H](C)N.COC[C@H](C)N.COC[C@H](C)N.COC[C@H](C)N.CC(C)O.CC(C)O.CC(C)O.CC(C)O
Multiplicity: 1
LUMO in eV: 0.30
Highest occupied orbital energy in eV: -8.557
DFT total energy in Ha: -2800.1032

Here are the Mulliken charges for atoms 1 to 99, given in e: -1.185, 0.082, -1.062, 0.500, -1.529, 0.160, 0.394, 0.297, 0.467, 0.550, 0.386, 0.385, 0.449, 0.238, 0.434, -0.817, 0.050, -0.150, -0.215, 0.274, 0.297, -1.176, -0.681, -0.231, -0.048, 0.454, -0.414, 0.417, 0.309, 0.331, 0.414, -0.025, 0.197, 0.356, -0.255, 0.536, -0.861, 0.341, -1.320, -0.804, -0.436, 0.627, -0.099, 0.410, 0.394, 0.350, 0.430, 0.412, 0.055, 0.174, 0.292, -0.965, -0.434, -0.778, 0.759, -1.643, -0.790, 0.388, 0.188, 0.267, 0.461, 0.324, 0.288, 0.514, 0.152, 0.417, 0.264, 0.237, -1.196, -0.315, -0.813, 0.869, -0.734, -0.780, 0.209, 0.437, 0.589, 0.335, 0.358, -0.024, 0.381, -0.361, 0.410, 0.286, 0.296, -0.828, -0.294, -1.193, 1.480, -1.039, -0.699, 0.334, 0.228, 0.311, 0.454, 0.507, -0.517, -0.202, 0.318


Record 3
Below is a gas-phase ion, C4H8NOS (charge +1) in a non-equilibrium geometry, with properties calculated with ωB97M-V/def2-TZVPD.

Geometry as XYZ:
```
15
Properties=species:S:1:pos:R:3:forces:R:3
C -1.290 -0.375 -1.518 1.5 1.2 3.8
C 0.165 0.066 -0.507 -2.9 -1.2 -1.0
S 1.276 1.020 -1.490 0.3 0.0 -0.8
N -0.203 0.865 0.717 0.2 3.5 1.5
C 0.315 -0.221 1.680 -0.5 1.5 0.0
C 0.616 -1.037 0.500 1.3 -2.7 -1.6
O 1.113 -2.125 0.398 -0.8 1.6 -0.1
H -1.983 0.509 -1.595 0.9 -1.0 0.0
H -1.725 -1.309 -1.117 0.1 0.8 -0.1
H -0.692 -0.570 -2.331 0.5 -0.5 -2.5
H 2.447 0.654 -0.954 0.0 -0.2 0.2
H -1.192 1.174 0.859 0.7 -0.8 -0.2
H 0.336 1.825 0.667 -0.9 -2.3 0.5
H -0.365 -0.493 2.440 -1.3 -0.7 0.3
H 1.182 0.016 2.252 1.0 0.8 0.0
```
Forces are in eV/Å.

Energy above the lowest of the compared OMol25 structures with the same formula, charge and spin in kJ/mol: 192.94
SMILES string: C[C@@]1(S)[NH2+]CC1=O
Multiplicity: 1
LUMO in eV: -4.22
Net charge: +1
Highest occupied orbital energy in eV: -14.511
DFT total energy in Ha: -685.0532

natural (NBO) atomic charges, in units of e: -0.527, -0.151, 0.092, -0.565, -0.327, 0.539, -0.402, 0.238, 0.244, 0.233, 0.160, 0.451, 0.466, 0.273, 0.276